No. 1
An isolated molecule of C5H9NO, computed with ωB97M-V/def2-TZVPD.

Calculated values
Orbital gap = 8.9224 eV
Largest force on an atom = 0.89 eV/A
HOMO level = -8.390 eV
LUMO = 0.532 eV
Relative energy (zero: lowest compared OMol25 entry of this formula, charge and spin) = 5.3034 eV

The geometry in XYZ format:
```
16
C5H9NO (ωB97M-V/def2-TZVPD)
C 1.63631 0.18515 1.19569
C 0.27917 0.77610 1.49517
N -0.41368 1.64344 0.56693
C -0.94145 0.29743 0.78677
C -0.75482 -0.82569 -0.10802
C -0.83617 -1.05978 -2.25619
O -0.08238 -0.44473 -1.20754
H 1.79752 -0.71533 1.79737
H 2.41374 0.91251 1.44076
H 1.74483 -0.09206 0.14293
H 0.10324 1.02238 2.53766
H 0.06541 1.65698 -0.33440
H -1.88628 0.22357 1.31969
H -1.46905 -1.75531 -1.69578
H -0.21470 -1.56365 -2.98835
H -1.44167 -0.26102 -2.69269
```

The net atomic charges from Mulliken, expressed in e, are:
1 C -1.2203
2 C 0.1189
3 N -0.6833
4 C 0.0829
5 C -0.4405
6 C -0.6623
7 O -0.2157
8 H 0.3047
9 H 0.3493
10 H 0.3209
11 H 0.3849
12 H 0.3401
13 H 0.4222
14 H 0.4333
15 H 0.2200
16 H 0.2451



No. 2
A structure of composition C5H7F3O3S2 at a distorted geometry, computed with ωB97M-V/def2-TZVPD.

Calculated values
Orbital gap (alpha / beta) = 7.5284 / 7.6078 eV
Largest force on an atom = 7.76 eV/A
HOMO level (alpha / beta) = -9.327 / -9.720 eV
LUMO (alpha / beta) = -1.799 / -2.112 eV
Relative energy (zero: lowest compared OMol25 entry of this formula, charge and spin) = 1.2941 eV

The geometry in XYZ format:
```
20
C5H7F3O3S2 (ωB97M-V/def2-TZVPD)
C -1.55138 -1.00943 0.26740
C 0.07275 -0.46008 -0.11460
C 2.30452 -1.20740 -1.45265
C 0.17150 1.77340 1.65754
C -2.66707 -0.16333 -0.06040
O 1.20293 -2.77095 0.45351
O 2.00686 1.13921 -0.16861
O -0.08531 2.07103 -1.02192
F -2.52135 1.11543 0.41271
F -2.83297 -0.08720 -1.41468
F -3.88073 -0.56638 0.29750
S 1.48148 -1.37240 0.28034
S 0.54481 1.25077 -0.07227
H -1.61747 -2.05844 0.29244
H 2.60150 -2.25078 -1.59772
H 2.94091 -0.31269 -1.33442
H 1.62298 -0.76691 -2.18940
H 1.06712 1.95651 2.14420
H -0.38836 2.67386 1.55347
H -0.47269 1.04580 2.06756
```

The net atomic charges from Mulliken, expressed in e, are:
1 C -0.8426
2 C 0.0028
3 C -0.9172
4 C -1.1281
5 C 0.9578
6 O -0.6177
7 O -0.7024
8 O -0.6302
9 F -0.2311
10 F -0.2443
11 F -0.2802
12 S 0.5769
13 S 1.3635
14 H 0.4516
15 H 0.3995
16 H 0.3423
17 H 0.3196
18 H 0.4347
19 H 0.3917
20 H 0.3534



No. 3
An isolated molecule of CHNOS2 at a distorted geometry, computed with ωB97M-V/def2-TZVPD.

Calculated values
Orbital gap = 8.8155 eV
Largest force on an atom = 4.72 eV/A
HOMO level = -10.120 eV
LUMO = -1.305 eV
Relative energy (zero: lowest compared OMol25 entry of this formula, charge and spin) = 0.9051 eV

The geometry in XYZ format:
```
6
CHNOS2 (ωB97M-V/def2-TZVPD)
N 1.89918 -1.77065 -0.57760
C 1.50920 -0.92916 0.10707
O 0.90320 -0.04912 0.69404
S -0.15154 0.88195 -0.55458
S -1.70634 1.40578 0.50222
H -2.45370 0.46119 -0.17114
```

The net atomic charges from Mulliken, expressed in e, are:
1 N -0.4217
2 C 0.5271
3 O -0.3649
4 S 0.1192
5 S -0.0742
6 H 0.2145



No. 4
A cluster of 6 separate species, C41H64F18N4O15S2 in total at a distorted geometry, computed with ωB97M-V/def2-TZVPD.

Calculated values
Orbital gap = 7.8907 eV
Largest force on an atom = 8.29 eV/A
HOMO level = -9.111 eV
LUMO = -1.221 eV

The geometry in XYZ format:
```
144
C41H64F18N4O15S2 (ωB97M-V/def2-TZVPD)
N 7.08552 -3.68716 -4.16645
C 6.36570 -3.09081 -3.38998
C 5.50558 -2.25426 -2.28466
C 4.89650 -3.38410 -1.29487
C 3.92554 -4.44943 -2.08030
S 2.38262 -4.56032 -0.98971
C 1.79791 -6.30340 -0.89571
N 2.40941 -7.52334 -0.43414
N 1.38293 -8.42967 -0.61312
C 0.15094 -7.85456 -1.15232
O 0.45735 -6.46698 -1.33411
C 4.37638 -1.46607 -3.11739
C 2.96861 -1.27389 -2.35146
C 2.09159 -0.03484 -2.94298
F 2.84021 1.17653 -3.06048
F 1.74187 -0.42609 -4.29608
C 0.77012 0.10384 -2.01182
F 1.27614 0.42927 -0.68684
F 0.15381 -1.17260 -1.89460
C -0.20475 1.31080 -2.42239
F 0.28427 2.46675 -1.68962
F -0.12111 1.69567 -3.80301
C -1.74626 1.13425 -1.91266
F -2.26654 2.48864 -1.89064
F -1.66579 0.62214 -0.58887
C -2.68556 0.31669 -2.92286
F -3.25622 1.29828 -3.82177
F -1.90517 -0.53743 -3.80159
C -3.77902 -0.65401 -2.25691
F -3.08101 -1.68062 -1.55953
F -4.40478 -1.33386 -3.38081
C -4.97949 0.03678 -1.46307
F -5.57070 1.16502 -2.13031
F -6.04360 -0.94861 -1.40908
C -4.71709 0.48096 0.05019
F -6.02087 0.56303 0.67581
F -4.18220 1.81404 0.18981
F -3.97187 -0.41746 0.84785
C 6.59208 -1.27686 -1.55621
C 7.57797 -2.09752 -0.55595
N 8.23074 -2.80145 0.17082
C 5.78569 -0.25313 -0.59545
C 5.38415 1.15637 -1.25829
C 6.12535 2.41381 -0.53324
O 6.14246 2.52909 0.72937
O 6.72588 3.43121 -1.37095
S 7.76120 -0.43866 -2.75785
O 7.14256 -0.09937 -4.08155
O 8.97145 -1.31774 -3.04134
F 8.41115 0.99274 -2.09106
H 5.71359 -4.05734 -0.81653
H 4.30435 -2.83576 -0.47929
H 4.43540 -5.48343 -2.08323
H 3.68795 -4.13028 -3.15278
H -0.85121 -8.35012 -1.36932
H 4.68662 -0.43963 -3.51385
H 4.15441 -2.11314 -4.05683
H 3.11696 -1.18767 -1.22076
H 2.33567 -2.21507 -2.60583
H 6.50726 -0.00730 0.28372
H 4.89700 -0.80268 -0.08909
H 5.47091 1.21499 -2.39668
H 4.25769 1.31986 -1.01771
H 6.14806 4.24051 -1.27086
C 8.23578 -6.04985 0.51385
O 7.33382 -6.96528 1.12309
C 7.77385 -8.31801 1.00936
C 8.39765 -8.80945 2.31247
O 9.62077 -8.12912 2.59052
C 9.46464 -7.11604 3.57501
H 7.96439 -5.04206 0.82971
H 9.27050 -6.23950 0.80972
H 8.14643 -6.11235 -0.57578
H 8.47076 -8.43350 0.17200
H 6.88827 -8.92414 0.79349
H 8.64099 -9.87137 2.20667
H 7.69459 -8.70719 3.14664
H 9.35493 -7.57429 4.56285
H 8.60298 -6.47658 3.36824
H 10.36431 -6.49733 3.57387
C -1.65893 -7.40220 1.81671
O -3.00019 -7.42845 1.34584
C -3.94343 -7.59543 2.40385
C -4.60568 -6.27018 2.77013
O -3.66905 -5.36708 3.35635
C -3.22827 -4.37442 2.43980
H -1.01935 -7.04922 1.00593
H -1.53968 -6.73046 2.67040
H -1.34551 -8.41298 2.09617
H -3.47164 -8.05437 3.27952
H -4.71273 -8.28345 2.03943
H -5.37831 -6.45981 3.52179
H -5.08989 -5.81927 1.89672
H -4.02255 -3.63799 2.28213
H -2.93262 -4.80780 1.48104
H -2.36312 -3.86897 2.87390
C -8.08778 2.70452 5.84751
O -7.16933 3.02849 4.81238
C -7.38066 2.24847 3.63623
C -8.12495 3.04768 2.56845
O -9.46307 3.33107 2.97372
C -9.61653 4.66701 3.43638
H -8.02228 3.47709 6.61609
H -9.11661 2.66524 5.48113
H -7.81825 1.74196 6.29370
H -7.91026 1.31906 3.87288
H -6.39224 1.98067 3.24950
H -8.18918 2.44323 1.65803
H -7.58673 3.97000 2.32208
H -9.59934 5.35638 2.58680
H -8.83624 4.94310 4.15009
H -10.58549 4.74749 3.93341
C -8.57850 7.23545 0.19070
O -8.74896 7.72295 1.51495
C -7.51747 8.14791 2.09789
C -7.38572 9.66795 2.06915
O -7.25604 10.15179 0.73302
C -8.46954 10.70010 0.23602
H -9.56445 7.14508 -0.26936
H -7.97211 7.91161 -0.41699
H -8.11186 6.24539 0.21782
H -6.66500 7.66996 1.60280
H -7.52745 7.81600 3.14098
H -6.47165 9.95118 2.60041
H -8.23133 10.14443 2.57752
H -8.65199 11.67461 0.69940
H -9.32049 10.03982 0.42057
H -8.36519 10.83890 -0.84199
C 2.41415 7.61745 -3.51973
O 1.49018 6.72952 -2.90441
C 1.89959 5.36646 -3.00351
C 2.50822 4.87391 -1.69363
O 3.74749 5.52923 -1.41797
C 3.61183 6.55591 -0.44303
H 2.16448 8.63533 -3.21427
H 3.44339 7.40690 -3.21855
H 2.32680 7.54648 -4.60847
H 2.59612 5.22681 -3.83764
H 1.00119 4.77853 -3.21602
H 2.72763 3.80553 -1.78828
H 1.80549 5.00025 -0.86262
H 3.48861 6.10998 0.54863
H 2.76589 7.21276 -0.65885
H 4.52552 7.15380 -0.44718
```

Atomic partial charges in e from the Mulliken method, atoms 1 to 99:
1 N -0.6426
2 C -0.4142
3 C 0.9987
4 C -0.8517
5 C -0.7219
6 S -0.0604
7 C 0.3086
8 N -0.1809
9 N -0.3503
10 C -0.0457
11 O -0.1760
12 C -1.3919
13 C -0.4899
14 C 0.3791
15 F -0.2231
16 F -0.3276
17 C 0.7909
18 F -0.3421
19 F -0.3063
20 C 0.4053
21 F -0.2740
22 F -0.2951
23 C 0.7588
24 F -0.3109
25 F -0.3022
26 C 0.5964
27 F -0.2760
28 F -0.2869
29 C 0.5246
30 F -0.1718
31 F -0.3212
32 C 0.5545
33 F -0.2499
34 F -0.2805
35 C 0.6254
36 F -0.2421
37 F -0.2342
38 F -0.1779
39 C 1.0930
40 C -0.0723
41 N -0.6140
42 C -1.2194
43 C 0.2174
44 C 0.2578
45 O -0.5558
46 O -0.4694
47 S 1.3226
48 O -0.5546
49 O -0.5685
50 F -0.2852
51 H 0.3860
52 H 0.4449
53 H 0.5829
54 H 0.3750
55 H 0.3474
56 H 0.4421
57 H 0.6520
58 H 0.3118
59 H 0.3004
60 H 0.7121
61 H 0.3301
62 H 0.3496
63 H -0.1432
64 H 0.3591
65 C -0.7133
66 O -0.3630
67 C -0.5722
68 C -0.4833
69 O -0.3756
70 C -0.7137
71 H 0.1358
72 H 0.4127
73 H 0.3752
74 H 0.3438
75 H 0.3926
76 H 0.3724
77 H 0.3255
78 H 0.3301
79 H 0.2925
80 H 0.2518
81 C -0.4997
82 O -0.3532
83 C -0.5440
84 C -0.4831
85 O -0.3932
86 C -0.7549
87 H -0.0463
88 H 0.3518
89 H 0.3672
90 H 0.3394
91 H 0.3858
92 H 0.3856
93 H 0.3098
94 H 0.3513
95 H 0.3150
96 H 0.2780
97 C -0.7427
98 O -0.4098
99 C -0.3807



Repeat the third record exactly.
An isolated molecule of CHNOS2 at a distorted geometry, computed with ωB97M-V/def2-TZVPD.

Calculated values
Orbital gap = 8.8155 eV
Largest force on an atom = 4.72 eV/A
HOMO level = -10.120 eV
LUMO = -1.305 eV
Relative energy (zero: lowest compared OMol25 entry of this formula, charge and spin) = 0.9051 eV

The geometry in XYZ format:
```
6
CHNOS2 (ωB97M-V/def2-TZVPD)
N 1.89918 -1.77065 -0.57760
C 1.50920 -0.92916 0.10707
O 0.90320 -0.04912 0.69404
S -0.15154 0.88195 -0.55458
S -1.70634 1.40578 0.50222
H -2.45370 0.46119 -0.17114
```

The net atomic charges from Mulliken, expressed in e, are:
1 N -0.4217
2 C 0.5271
3 O -0.3649
4 S 0.1192
5 S -0.0742
6 H 0.2145



Look up the largest force on an atom of the first one.
0.89 eV/A